C43H52N4Pb as an isolated structure at a distorted geometry, computed with ωB97M-V with the def2-TZVPD basis set.

Geometry as XYZ:
```
100
Properties=species:S:1:pos:R:3:mulliken_charge:R:1
Pb 0.273 1.111 -0.862 1.27
C 5.638 -2.009 1.696 -0.95
C 5.504 -0.512 1.311 -1.20
C 4.129 0.038 1.457 0.24
C 3.482 0.679 2.468 0.12
C 3.934 0.966 3.874 -1.04
C 3.453 -0.121 4.852 -0.74
C 2.090 0.873 2.004 0.27
N 1.967 0.468 0.695 -0.07
C 3.143 -0.101 0.393 0.45
C 3.408 -0.790 -0.791 -0.52
C 2.531 -1.226 -1.791 0.10
C 2.860 -2.127 -2.920 0.25
C 4.226 -2.696 -3.152 -0.81
C 4.337 -4.215 -2.973 -1.13
C 1.683 -2.338 -3.555 0.54
C 0.633 -1.630 -2.798 0.19
C -0.708 -1.520 -3.184 -0.94
C -1.743 -0.924 -2.416 0.44
N -1.614 -0.320 -1.218 -0.72
C -2.872 0.130 -0.824 -0.23
C -3.154 0.757 0.360 -0.62
C -2.227 1.102 1.386 0.01
N -0.894 1.012 1.266 -0.37
C -0.339 1.332 2.465 -0.02
C 1.059 1.330 2.750 -0.32
C -1.354 1.533 3.447 0.69
C -2.582 1.370 2.768 0.75
C -3.963 1.327 3.379 -1.23
C -4.446 -0.122 3.526 -1.12
C -1.193 1.751 4.939 -1.49
C -1.111 0.447 5.744 -1.01
C -3.849 -0.362 -1.798 0.73
C -3.132 -0.946 -2.798 0.79
C -3.678 -1.700 -4.001 -1.17
C -3.736 -3.281 -3.802 -0.98
C -5.317 -0.161 -1.849 -0.92
C -5.743 0.895 -2.869 -1.09
N 1.205 -0.934 -1.774 -0.60
C 1.449 -3.342 -4.654 -1.18
C 0.723 -4.576 -4.102 -1.14
H 6.703 -2.205 1.831 0.38
H 5.221 -2.685 0.951 0.20
H 5.162 -2.165 2.635 0.25
H 5.868 -0.309 0.314 0.46
H 6.185 0.080 1.958 0.43
H 3.488 1.877 4.178 0.39
H 5.026 1.128 3.935 0.41
H 2.411 -0.055 5.093 0.01
H 4.033 -0.066 5.762 0.41
H 3.688 -1.102 4.456 0.24
H 4.453 -1.021 -1.017 -0.04
H 4.898 -2.170 -2.498 0.32
H 4.519 -2.369 -4.167 0.41
H 3.887 -4.488 -2.009 0.33
H 5.374 -4.567 -2.929 0.40
H 3.773 -4.759 -3.758 0.26
H -0.940 -1.888 -4.155 0.56
H -4.185 0.997 0.572 0.42
H 1.370 1.721 3.712 0.31
H -4.726 1.899 2.816 0.36
H -3.883 1.782 4.346 0.35
H -4.594 -0.525 2.478 0.21
H -5.390 -0.080 4.061 0.43
H -3.741 -0.776 3.988 0.30
H -1.992 2.373 5.275 0.57
H -0.310 2.419 5.080 0.41
H -1.961 -0.183 5.508 0.20
H -1.113 0.655 6.827 0.38
H -0.200 -0.114 5.531 0.17
H -3.048 -1.447 -4.885 0.46
H -4.710 -1.371 -4.260 0.31
H -2.787 -3.725 -3.555 0.12
H -4.094 -3.700 -4.722 0.40
H -4.456 -3.452 -2.993 0.31
H -5.650 0.120 -0.795 0.29
H -5.735 -1.142 -2.089 0.35
H -5.418 1.910 -2.602 0.27
H -6.830 0.894 -2.948 0.36
H -5.308 0.642 -3.850 0.32
H 2.413 -3.582 -5.107 0.56
H 0.885 -2.899 -5.491 0.45
H 1.410 -4.947 -3.370 0.36
H 0.474 -5.327 -4.829 0.37
H -0.193 -4.332 -3.519 0.24
C -2.136 4.311 1.034 -1.24
C -0.869 4.463 0.238 0.60
C 0.381 4.531 0.859 -0.05
C 1.552 4.655 0.114 -0.52
C 1.465 4.756 -1.272 -0.41
C 0.233 4.675 -1.919 -0.58
C -0.942 4.551 -1.145 -0.25
H -2.735 5.208 0.970 0.59
H -1.885 4.222 2.107 0.19
H -2.713 3.474 0.609 0.05
H 0.433 4.461 1.934 0.32
H 2.496 4.501 0.599 0.37
H 2.415 4.885 -1.828 0.33
H 0.147 4.746 -3.026 0.35
H -1.895 4.344 -1.681 0.30
```

Summary:
E_HOMO	-6.49	eV
gap between HOMO and LUMO	5.69	eV
electronic energy	-2081.6374	Eh